(1)
Entry from OMol25: an isolated molecule of C8H14N2O (ωB97M-V/def2-TZVPD).

Values from the calculation:
HOMO-LUMO gap in eV: 8.31
E_HOMO in eV: -7.491

Positions of all 25 atoms, in Å:
1 C -0.52 -0.73 0.95
2 C -0.91 -0.32 -1.36
3 C 2.14 -0.55 0.57
4 C -1.48 -0.05 0.00
5 C 0.78 -1.22 0.10
6 C 0.60 -0.55 -1.25
7 C 1.35 0.76 -1.05
8 C -1.74 1.45 0.36
9 N 2.24 0.75 -0.05
10 N 3.02 1.67 0.32
11 O -3.08 1.86 0.19
12 H -0.17 -0.11 1.72
13 H -1.05 -1.50 1.46
14 H -1.41 -1.34 -1.82
15 H -1.26 0.40 -2.03
16 H 2.15 -0.57 1.64
17 H 2.97 -1.15 0.16
18 H -2.51 -0.43 0.11
19 H 0.90 -2.30 -0.01
20 H 1.13 -1.10 -1.96
21 H 1.53 1.45 -1.87
22 H -1.52 1.58 1.37
23 H 3.49 1.52 1.21
24 H -1.01 2.03 -0.19
25 H -3.43 2.09 -0.70



(2)
Entry from OMol25: an isolated molecule of C3H3NO (ωB97M-V/def2-TZVPD).

Values from the calculation:
HOMO-LUMO gap in eV: 11.03
E_HOMO in eV: -10.003

Positions of all 8 atoms, in Å:
1 C 0.50 0.62 -0.06
2 C -0.90 0.58 -0.05
3 N -1.38 -0.66 0.03
4 O -0.30 -1.44 -0.07
5 C 0.83 -0.71 -0.01
6 H 1.18 1.54 0.08
7 H -1.65 1.27 -0.03
8 H 1.73 -1.20 0.09



(3)
Entry from OMol25: a cluster of 2 separate species, C5H10O2 in total (ωB97M-V/def2-TZVPD).

Values from the calculation:
HOMO-LUMO gap (alpha / beta) in eV: 7.82 / 8.15
E_HOMO (alpha / beta) in eV: -6.913 / -7.246

Positions of all 17 atoms, in Å:
1 O -2.02 0.87 -1.25
2 C -0.83 1.14 -0.53
3 C -0.55 -0.05 0.36
4 C -0.23 -1.35 -0.41
5 C 0.75 -1.99 0.49
6 O 1.20 -1.15 1.37
7 C 0.67 0.06 1.24
8 H -2.18 1.61 -1.85
9 H 0.02 1.30 -1.21
10 H -0.94 2.05 0.10
11 H -1.44 -0.21 1.00
12 H -1.11 -1.96 -0.61
13 H 0.24 -1.12 -1.39
14 H 2.74 1.89 -0.31
15 H 1.25 -2.94 0.44
16 H 2.18 1.57 0.09
17 H 0.78 0.66 2.13



Values of energy relative to the best compared isomer or geometry (same formula, charge and spin), in order: 77.3 33.5 121.9, all in kcal/mol.
Values of energy, in order: -13547.3112 -6695.0396 -9437.7550, all in eV.
Values of strongest force on any atom, in order: 4.3 2.7 1.6, all in eV/Å.